13
Properties=species:S:1:pos:R:3:mulliken_charge:R:1 method="wB97M-V/def2-TZVPD" homo_lumo_gap_ev="6.875 / 6.869" e_lumo_ev="-9.36 / -9.37" charge=+1 de_lowest_ev=8.029 homo_ha="-0.5967 / -0.5966" e_tot_ev=-8804.922
C -1.416 0.946 -0.270 -1.0600
C -0.944 -0.383 0.289 -0.5067
C 0.500 -0.401 0.266 0.2147
C 1.281 -0.916 -0.696 -0.0728
C 2.565 -0.399 -0.229 0.4159
N 2.696 0.364 0.758 -0.1366
O 1.403 0.337 1.231 -0.0373
H -1.280 1.675 0.545 0.2958
H -2.463 0.943 -0.444 0.3766
H -0.767 1.006 -1.105 0.3614
H -1.535 -1.128 -0.177 0.3920
H -1.313 -0.436 1.308 0.3153
H 1.272 -1.607 -1.477 0.4415